1.
Formula: C2H6BrOS
Source: the OMol25 dataset
Level of theory: ωB97M-V/def2-TZVPD

Energy above the lowest of the compared OMol25 structures with the same formula, charge and spin   53.4 kJ/mol
Calculated total energy   -3127.2612 Ha
M   158.04 g/mol
LUMO level   3.65 eV
Charge   -1
2S+1   1
HOMO   -3.97 eV

```
11
Properties=species:S:1:pos:R:3:lowdin_charge:R:1
Br -3.4373 -0.1855 1.0365 -0.722
C 0.7127 -1.1055 -0.7195 -0.271
S 0.5657 -0.2295 0.8335 0.782
O 2.0207 0.0345 1.1855 -0.600
C -0.2423 1.1405 0.1185 -0.352
H 1.1777 -0.4195 -1.3735 0.037
H -0.2463 -1.3955 -1.0205 0.026
H 1.2327 -2.0425 -0.4765 0.055
H -1.2233 0.7585 -0.3235 -0.009
H 0.2907 1.7755 -0.3295 -0.049
H -0.8513 1.6695 1.0685 0.102
```

=====

2.
Formula: C18H28BN9O2P
Source: the OMol25 dataset
Level of theory: ωB97M-V/def2-TZVPD

Calculated total energy   -1711.9806 Ha
M   444.27 g/mol
LUMO level   -4.27 eV
Charge   +1
2S+1   1
HOMO   -9.57 eV

```
59
Properties=species:S:1:pos:R:3:lowdin_charge:R:1
N 1.4893 -0.3007 -0.2953 -0.260
P -0.0212 -0.6638 -0.5206 0.757
N -0.1330 -2.3460 -0.9624 -0.021
C -1.0819 -3.0502 -1.5897 -0.340
N -0.9151 -4.3666 -1.8698 0.184
C -2.0475 -4.6995 -2.5295 -0.027
N -2.8451 -3.6409 -2.6198 0.128
N -2.2762 -2.5650 -2.0098 0.165
B -3.0670 -1.3176 -1.9964 -0.676
O -3.7697 -1.0230 -3.1297 0.202
O -3.2014 -0.4416 -0.9347 0.172
H 1.7563 0.4550 -0.9274 -0.006
H -0.5515 0.2032 -1.5069 0.047
H -0.7151 -0.4640 0.7027 0.031
H 0.6816 -2.9022 -0.6966 0.124
H -2.2506 -5.7040 -2.9199 0.167
H -3.7571 -3.6559 -3.0662 0.196
H -4.5327 -0.4682 -2.8843 0.152
H -3.2135 -0.9282 -0.0920 0.127
N -4.4902 -1.3599 -7.4496 0.004
C -4.9458 -0.2887 -8.1690 -0.126
C -4.7549 0.8389 -7.4154 -0.100
C -4.1553 0.4348 -6.1944 -0.117
C -4.0026 -0.9266 -6.2461 -0.165
H -4.5106 -2.3153 -7.7581 0.145
H -5.3662 -0.4217 -9.1518 0.113
H -5.0148 1.8430 -7.7078 0.097
H -3.8677 1.0712 -5.3725 0.086
H -3.5915 -1.6210 -5.5344 0.077
N 1.5736 -2.4438 1.8965 -0.018
C 1.2538 -1.6160 2.9418 -0.155
C 1.6911 -2.2084 4.0956 -0.096
C 2.3039 -3.4378 3.7357 -0.096
C 2.2191 -3.5547 2.3744 -0.133
H 1.3692 -2.2637 0.9333 0.036
H 0.7442 -0.6808 2.7729 0.088
H 1.5859 -1.8044 5.0893 0.098
H 2.7568 -4.1539 4.4015 0.098
H 2.5597 -4.3286 1.7058 0.106
N 3.3809 1.9217 0.7998 -0.003
C 3.6597 2.6977 1.8903 -0.142
C 4.6895 3.5400 1.5593 -0.108
C 5.0428 3.2653 0.2132 -0.108
C 4.2168 2.2647 -0.2287 -0.149
H 2.6703 1.2089 0.7599 0.076
H 3.1030 2.5820 2.8063 0.089
H 5.1390 4.2727 2.2102 0.092
H 5.8147 3.7467 -0.3650 0.093
H 4.1531 1.7677 -1.1833 0.100
N 1.9792 4.3359 5.2595 0.002
C 2.0185 5.0269 6.4398 -0.137
C 1.3613 4.2857 7.3859 -0.110
C 0.9117 3.0973 6.7545 -0.115
C 1.3101 3.1553 5.4449 -0.158
H 2.3801 4.6461 4.3919 0.136
H 2.5083 5.9843 6.5034 0.108
H 1.2197 4.5643 8.4174 0.092
H 0.3595 2.2911 7.2101 0.088
H 1.1753 2.4622 4.6306 0.090
```

=====

3.
Formula: C6H9N
Source: the OMol25 dataset
Level of theory: ωB97M-V/def2-TZVPD

Energy above the lowest of the compared OMol25 structures with the same formula, charge and spin   662.9 kJ/mol
Calculated total energy   -288.5296 Ha
M   95.14 g/mol
LUMO level   1.06 eV
Charge   0
2S+1   1
HOMO   -8.94 eV

```
16
Properties=species:S:1:pos:R:3:lowdin_charge:R:1
C 2.8082 0.3834 -0.0935 -0.079
C 1.7451 0.6982 -0.8987 -0.149
C 0.5819 0.3156 -1.1288 -0.080
C -0.1316 -0.7767 -0.6289 -0.214
N -1.2332 -0.6784 0.2463 -0.117
C -2.5046 -0.2223 -0.2941 -0.123
C -1.7109 0.6272 0.6340 -0.134
H 3.6706 -0.1311 -0.5162 0.067
H 1.9423 -0.8377 0.4735 0.110
H 3.0302 0.9980 0.7787 0.068
H -0.1900 -1.6753 -1.2455 0.121
H 1.0921 -1.1958 0.3197 0.116
H -3.3857 -0.7551 0.0553 0.101
H -2.5234 0.0825 -1.3402 0.109
H -1.2044 1.4907 0.2045 0.099
H -2.0077 0.7261 1.6750 0.105
```

=====

4.
Formula: C3H4N4O
Source: the OMol25 dataset
Level of theory: ωB97M-V/def2-TZVPD

Energy above the lowest of the compared OMol25 structures with the same formula, charge and spin   610.1 kJ/mol
Calculated total energy   -410.7709 Ha
M   112.09 g/mol
LUMO level (alpha / beta)   0.35 / -0.66 eV
Charge   0
2S+1   1
HOMO (alpha / beta)   -8.61 / -8.15 eV

```
12
Properties=species:S:1:pos:R:3:lowdin_charge:R:1
C 1.2512 -0.4076 1.6212 -0.013
C 0.2271 0.2534 0.9317 -0.359
C 0.0533 -0.4386 -0.2527 -0.017
N 0.8624 -1.4407 -0.3625 0.005
N -1.9262 0.7545 -2.8540 -0.063
N -1.9881 1.1766 -1.7570 0.029
N 1.6187 -1.4452 0.7774 -0.032
O -0.4073 1.3807 1.3260 0.047
H 1.5205 -0.1595 2.5996 0.100
H -1.9565 1.1693 -3.8782 0.110
H 1.9837 -2.3658 0.9076 0.135
H -1.2389 1.5229 0.9410 0.059
```

=====

5.
Formula: C6H9NO6
Source: the OMol25 dataset
Level of theory: ωB97M-V/def2-TZVPD

Energy above the lowest of the compared OMol25 structures with the same formula, charge and spin   137.5 kJ/mol
Calculated total energy   -740.0009 Ha
M   191.14 g/mol
LUMO level   0.66 eV
Charge   0
SMILES   O=[N+]([O-])O[C@@]1(O)CO[C@H]2CCO[C@H]21
2S+1   1
HOMO   -10.11 eV

```
22
Properties=species:S:1:pos:R:3:lowdin_charge:R:1
C 0.2567 -1.6713 -1.4590 -0.055
C 0.6981 -1.9092 -0.0021 -0.166
C 0.0299 1.1869 -0.8619 -0.120
C -1.0088 -0.7644 -1.2829 -0.231
C -1.1602 -0.6981 0.2613 -0.181
C -0.6367 0.8326 0.4459 -0.242
N 1.2644 1.8560 1.8942 -0.480
O 0.7843 2.8297 1.4000 0.073
O 2.0843 1.8164 2.7389 0.151
O -0.3871 -1.6279 0.9178 -0.060
O -0.7765 0.5213 -1.7947 -0.044
O -1.5856 1.5941 1.0409 0.107
O 0.7947 0.6856 1.4203 0.009
H 1.0340 -1.1849 -1.9335 0.081
H 0.1269 -2.6675 -2.0533 0.152
H 0.9422 -2.9495 0.3948 0.146
H 1.6272 -1.3953 0.1574 0.100
H -0.1173 2.2138 -1.1849 0.144
H 1.1741 0.8579 -0.6500 0.189
H -1.9124 -1.1912 -1.5904 0.139
H -2.1382 -0.7164 0.8231 0.185
H -1.0938 2.3813 1.3182 0.103
```

=====

6.
Formula: C2H10N2
Source: the OMol25 dataset
Level of theory: ωB97M-V/def2-TZVPD

Energy above the lowest of the compared OMol25 structures with the same formula, charge and spin   116.7 kJ/mol
Calculated total energy   -191.6529 Ha
M   62.12 g/mol
LUMO level   1.03 eV
Charge   0
SMILES   NCN.C
2S+1   1
HOMO   -9.23 eV

```
14
Properties=species:S:1:pos:R:3:lowdin_charge:R:1
C 4.8699 -1.9165 1.1703 -0.057
H 4.6659 -1.5939 0.1885 -0.014
H 4.9255 -3.0845 1.0753 0.060
H 4.1015 -1.7892 2.0020 0.041
H 5.6584 -1.3439 1.5033 -0.030
N -2.2741 1.5144 -1.2899 -0.030
C -1.2570 0.7475 -0.4657 -0.344
N -2.0281 -0.0628 0.4932 -0.060
H -2.6453 0.9544 -2.0527 0.050
H -1.7824 2.2118 -1.7945 0.025
H -0.4323 0.2181 -1.0440 0.107
H -0.6812 1.5307 0.1415 0.115
H -2.5537 0.4361 1.2059 0.050
H -2.8182 -0.6864 0.1241 0.088
```

=====

7.
Formula: C30H47O2Si
Source: the OMol25 dataset
Level of theory: ωB97M-V/def2-TZVPD

Calculated total energy   -1611.0325 Ha
M   467.79 g/mol
LUMO level   -5.17 eV
Charge   +1
2S+1   1
HOMO   -9.31 eV

```
80
Properties=species:S:1:pos:R:3:lowdin_charge:R:1
C -2.9785 -0.9296 2.4433 -0.064
C -1.7478 -1.0707 1.6681 -0.279
C -1.4889 -2.0175 0.5985 -0.065
C -1.0707 0.1598 1.5341 -0.414
O 0.1244 0.2421 0.9668 -0.087
Si 1.6594 0.9447 1.2687 0.452
C 2.6489 0.1873 -0.1016 -0.148
C 1.5494 2.7948 1.1488 -0.161
C 2.1311 0.4006 2.9748 -0.140
O -1.7266 1.2553 1.8335 -0.059
C -1.7140 2.4082 0.9331 0.001
H -3.3833 -1.9116 2.7092 0.045
H -2.7752 -0.3606 3.3631 0.097
H -3.7616 -0.3860 1.8816 0.098
H -2.3874 -2.6124 0.3915 0.068
H -1.1707 -1.5246 -0.3327 0.104
H -0.6809 -2.7060 0.8774 0.044
H 3.7167 0.4148 0.0221 0.042
H 2.5258 -0.9043 -0.1202 0.036
H 2.3235 0.5841 -1.0739 0.044
H 2.5629 3.1987 1.2945 0.046
H 1.1935 3.1264 0.1650 0.042
H 0.9025 3.2237 1.9250 0.038
H 3.0739 0.8826 3.2714 0.046
H 1.3602 0.6891 3.7034 0.049
H 2.2700 -0.6868 3.0283 0.008
H -1.4372 3.2652 1.5553 0.092
H -1.0128 2.2707 0.0963 0.090
H -2.7385 2.5072 0.5630 0.098
C 2.7244 -3.5367 7.2397 -0.050
C 2.0656 -4.2577 6.1029 -0.261
C 1.9743 -3.6456 4.8523 0.001
C 1.3901 -4.3005 3.7591 -0.200
C 1.5276 -3.6684 2.4012 -0.024
C 0.7372 -5.5322 3.9659 -0.136
C -0.0372 -6.2248 2.8611 -0.284
C 0.9161 -7.0788 2.0121 -0.032
C -0.9488 -5.3503 1.9368 -0.127
C -1.7248 -4.2598 2.5753 0.107
C -3.1386 -4.2622 2.6028 -0.139
C -3.8307 -4.1210 3.8633 -0.182
C -3.1368 -4.4541 5.1478 -0.007
C -5.1703 -3.7694 3.8526 0.017
C -5.8653 -3.5841 2.6489 -0.209
C -7.2681 -3.0596 2.6655 -0.022
C -5.2534 -3.9628 1.4483 0.022
C -3.9210 -4.3502 1.3926 -0.174
C -3.3706 -4.8870 0.1056 -0.038
C 0.9458 -6.2160 5.1849 -0.207
C 0.5315 -7.6524 5.3780 -0.039
C 1.5650 -5.5557 6.2426 -0.001
H 2.7552 -4.1674 8.1325 0.078
H 3.7536 -3.2532 6.9859 0.088
H 2.1907 -2.6112 7.4902 0.087
H 2.3909 -2.6454 4.7082 0.116
H 1.8397 -4.3800 1.6217 0.086
H 0.5866 -3.2043 2.0828 0.045
H 2.2735 -2.8591 2.4186 0.078
H -0.7299 -6.9210 3.3602 0.129
H 1.5308 -7.7288 2.6466 0.084
H 0.3573 -7.7141 1.3119 0.092
H 1.6053 -6.4473 1.4310 0.082
H -0.3709 -4.9322 1.0899 0.131
H -1.6682 -6.0611 1.4980 0.120
H -1.1852 -3.6209 3.2877 0.141
H -3.8136 -4.2794 5.9932 0.093
H -2.8419 -5.5143 5.1637 0.101
H -2.2318 -3.8594 5.3168 0.098
H -5.6925 -3.6267 4.8017 0.137
H -7.5596 -2.6984 1.6722 0.090
H -7.9935 -3.8315 2.9593 0.104
H -7.3662 -2.2373 3.3874 0.098
H -5.8325 -3.9503 0.5227 0.135
H -3.9332 -4.4875 -0.7488 0.101
H -2.3173 -4.6502 -0.0788 0.070
H -3.4626 -5.9850 0.0679 0.110
H 0.8941 -8.0063 6.3495 0.084
H -0.5588 -7.7873 5.3788 0.083
H 0.9484 -8.3218 4.6142 0.079
H 1.6719 -6.0715 7.1982 0.120
```

=====

8.
Formula: C3H4BrN
Source: the OMol25 dataset
Level of theory: ωB97M-V/def2-TZVPD

Energy above the lowest of the compared OMol25 structures with the same formula, charge and spin   438.3 kJ/mol
Calculated total energy   -2745.2951 Ha
M   133.98 g/mol
LUMO level (alpha / beta)   -0.22 / -3.74 eV
Charge   0
2S+1   1
HOMO (alpha / beta)   -9.91 / -8.16 eV

```
9
Properties=species:S:1:pos:R:3:lowdin_charge:R:1
C 1.1484 -0.9660 -0.1995 -0.131
C 0.1251 0.7778 -0.2862 -0.254
C 0.1656 -0.3263 0.7390 -0.006
N 1.3417 0.1550 -0.7728 0.043
Br -3.6166 0.3096 -0.1627 0.023
H 1.6656 -1.8953 -0.1875 0.093
H -0.7716 0.6387 -0.8671 0.036
H 0.1231 1.8572 -0.0228 0.115
H -0.1812 -0.5508 1.7595 0.081
```